--- one ---
Here is an isolated ion of composition C5H15N2O and charge +1 from OMol25. Energies are from ωB97M-V/def2-TZVPD.

```
23
C5H15N2O, DFT ωB97M-V/def2-TZVPD
C -0.1574 -1.5974 2.7531
C 0.6228 -1.0628 1.5488
N 0.5620 0.3898 1.3861
C -0.5629 0.9759 0.7079
C -0.3558 1.0378 -0.8070
N 1.1010 1.0568 -1.1035
C -1.0494 -0.0824 -1.6624
O -0.2078 -0.4996 -2.7203
H -1.2153 -1.3846 2.5717
H 0.0293 -2.6533 2.8606
H 0.1114 -1.0279 3.6389
H 1.6729 -1.3788 1.5989
H 0.2764 -1.5548 0.6295
H 0.8650 0.8382 2.2307
H -0.7058 1.9538 1.1393
H -1.4818 0.4364 0.9016
H -0.7258 1.9385 -1.2518
H 1.4916 1.9678 -0.8454
H 1.6230 0.4056 -0.5028
H 1.2956 0.8693 -2.0786
H -1.3614 -0.8895 -0.9985
H -1.9126 0.3727 -2.1259
H 0.1607 -1.3784 -2.5390
```

Summary:
Kohn-Sham gap ... 9.929 eV
E_HOMO ... -13.18 eV
SMILES ... CCNC[C@@H]([NH3+])CO
Charge ... +1

Results of the natural (NBO) charge analysis, in e, for atoms 1 through 5: atom 1 (C): -0.620, atom 2 (C): -0.223, atom 3 (N): -0.679, atom 4 (C): -0.243, atom 5 (C): -0.090

--- two ---
Here is a 3-piece molecular cluster, C5H15N2O overall from OMol25. Energies are from ωB97M-V/def2-TZVPD.

```
23
C5H15N2O, DFT ωB97M-V/def2-TZVPD
C 2.1388 -1.9345 1.4296
C 0.7594 -1.8216 0.9185
C 0.1667 -0.5976 1.3234
C 0.6056 0.5881 1.9255
N -2.7429 0.4670 -0.6960
C -1.6032 0.9689 -1.5910
N -0.6925 -0.0534 -2.1239
H 2.5466 -0.9084 1.3734
H 2.8097 -2.5758 0.8615
H 2.2252 -2.2120 2.5099
H 0.1514 -2.7493 0.9131
H -3.4594 1.1431 -0.5870
H -1.0457 1.5943 -0.9009
H -0.8951 -0.5665 1.1668
H 1.5302 0.5562 2.5279
H -0.1740 1.2211 2.3027
H -3.1792 -0.3624 -1.0350
H -1.8800 1.6307 -2.4302
H -0.7335 -0.2363 -3.1222
H 0.2391 0.2265 -1.8850
H 2.1226 2.2586 -0.7738
H 1.4047 1.1273 0.0712
O 1.2477 1.7173 -0.6612
```

Summary:
Kohn-Sham gap ... 4.329 eV
E_HOMO ... -12.01 eV
Charge ... +1

Results of the natural (NBO) charge analysis, in e, for atoms 1 through 5: atom 1 (C): -0.732, atom 2 (C): 0.274, atom 3 (C): -0.343, atom 4 (C): -0.091, atom 5 (N): -0.876

Q: Which of them is the least stable? A: two.

--- one ---
Here is a 2-piece molecular cluster, C5H15N2O overall from OMol25. Energies are from ωB97M-V/def2-TZVPD.

```
23
C5H15N2O, DFT ωB97M-V/def2-TZVPD
C -2.2992 0.7948 -1.8843
C -0.8216 1.0756 -1.8761
C -0.1855 1.3323 -0.5419
C 0.1401 0.2110 0.3398
C 0.1575 0.3183 1.6749
N 0.7781 -0.6246 2.5642
N 0.3750 -1.0337 -0.3503
H -2.7287 0.2845 -2.7531
H -2.8552 1.6887 -1.7201
H -2.5537 0.3498 -0.8397
H -0.2317 0.3871 -2.4901
H -0.6275 2.0482 -2.4928
H -0.8376 2.0700 0.1845
H 0.7638 1.8889 -0.5992
H -0.1173 1.2744 2.2133
H 0.9732 -0.4071 3.6629
H 0.4549 -1.6682 2.5058
H 1.1416 -0.7588 -1.0232
H 0.8984 -1.6385 0.2934
H -0.4005 -1.5792 -0.7501
H 2.2063 -1.7530 1.8869
H 3.3503 -2.0730 0.9046
O 2.4194 -2.1874 1.0905
```

Summary:
Kohn-Sham gap ... 9.614 eV
E_HOMO ... -12.88 eV
Charge ... +1

Results of the natural (NBO) charge analysis, in e, for atoms 1 through 5: atom 1 (C): -0.627, atom 2 (C): -0.437, atom 3 (C): -0.443, atom 4 (C): 0.033, atom 5 (C): 0.030

--- two ---
Here is a 3-piece molecular cluster, C5H15N2O overall from OMol25. Energies are from ωB97M-V/def2-TZVPD.

```
23
C5H15N2O, DFT ωB97M-V/def2-TZVPD
C 2.1408 -0.1064 -0.2822
C 0.8890 -0.3305 -1.1739
C -0.3394 -0.5037 -0.2941
C -1.4573 -0.2028 -0.8807
C -1.4761 -1.7750 1.3792
N -0.1266 -1.4122 0.8220
N 1.7376 0.8393 0.7507
H 2.9725 0.2580 -0.9104
H 2.4251 -1.0602 0.1280
H 0.8023 0.3965 -1.9806
H 0.9969 -1.3041 -1.6637
H -4.0828 0.9615 -0.4352
H -1.7515 -0.3341 -1.9267
H -2.0485 -0.8421 1.5570
H -1.3442 -2.2184 2.3615
H -2.0627 -2.3784 0.7057
H 0.2001 -0.7191 1.5090
H 2.4110 1.1528 1.4367
H 1.3341 1.6804 0.3514
H -3.5324 0.7269 0.0330
H -0.7036 1.7435 -0.7930
H -1.2365 3.1862 -0.6561
O -0.5030 2.6118 -0.4122
```

Summary:
Kohn-Sham gap ... 5.831 eV
E_HOMO ... -13.44 eV
Charge ... +1

Results of the natural (NBO) charge analysis, in e, for atoms 1 through 5: atom 1 (C): -0.208, atom 2 (C): -0.406, atom 3 (C): 0.102, atom 4 (C): 0.236, atom 5 (C): -0.437

Q: Which of them is the least stable? A: two.

--- one ---
Here is a 2-piece molecular cluster, C5H15N2O overall from OMol25. Energies are from ωB97M-V/def2-TZVPD.

```
23
C5H15N2O, DFT ωB97M-V/def2-TZVPD
N -4.8757 0.3073 -0.0721
C 2.1794 -0.4497 1.9597
C 1.5058 0.2502 0.8627
N 1.4836 -0.2709 -0.3452
C 2.6609 -0.4214 -1.2623
C 0.3105 0.3231 -1.0840
C -1.0249 -0.1570 -0.4373
O -1.4179 0.7628 0.6047
H -4.7836 -0.1866 0.8043
H -5.6431 0.9681 -0.0250
H 2.3659 -1.4880 1.7002
H 3.1483 -0.0404 2.2641
H 1.5082 -0.3359 2.8222
H -0.6027 0.7571 1.1198
H 1.5822 1.3439 0.8122
H 3.1243 0.5573 -1.3042
H 3.3576 -1.2112 -0.9942
H 2.2551 -0.6641 -2.2355
H 0.3163 -0.0186 -2.1160
H 0.3666 1.4137 -1.0176
H -1.7570 0.0711 -1.2106
H -0.8428 -1.1636 -0.0771
H -5.2169 -0.3472 -0.7688
```

Summary:
Kohn-Sham gap ... 5.691 eV
E_HOMO ... -12.30 eV
Charge ... +1

Results of the natural (NBO) charge analysis, in e, for atoms 1 through 5: atom 1 (N): -1.079, atom 2 (C): -0.730, atom 3 (C): 0.321, atom 4 (N): -0.327, atom 5 (C): -0.387

--- two ---
Here is a 2-piece molecular cluster, C5H15N2O overall from OMol25. Energies are from ωB97M-V/def2-TZVPD.

```
23
C5H15N2O, DFT ωB97M-V/def2-TZVPD
C -0.2662 0.0061 1.9669
C -1.0809 -1.0218 1.2212
C -1.5817 -0.5036 -0.1427
N -0.1715 2.2067 -2.3064
C -0.8992 1.5266 -1.3814
C -0.6046 0.2570 -0.9886
N 1.1017 0.1132 1.3108
H -0.0846 -0.2232 3.0196
H -0.5917 1.0477 2.0390
H -0.5026 -1.9318 1.2525
H -1.9731 -1.2550 1.7968
H -2.4863 0.0690 0.0390
H -2.0679 -1.3509 -0.6457
H 0.4936 1.7034 -2.8675
H -0.4608 3.1080 -2.6300
H -1.8319 2.0082 -1.1121
H 0.0144 -0.2830 -1.7056
H 0.9053 0.5087 0.3734
H 1.7738 0.5871 1.8874
H 1.4313 -0.8374 1.0914
H 2.1234 -2.7779 -0.3827
H 3.3988 -1.8968 -0.2842
O 2.5124 -2.0224 0.0642
```

Summary:
Kohn-Sham gap ... 9.010 eV
E_HOMO ... -11.71 eV
Charge ... +1

Results of the natural (NBO) charge analysis, in e, for atoms 1 through 5: atom 1 (C): -0.216, atom 2 (C): -0.429, atom 3 (C): -0.427, atom 4 (N): -0.784, atom 5 (C): 0.097

Q: Which of them is the least stable? A: one.

--- one ---
Here is a 2-piece molecular cluster, C6H9NO overall from OMol25. Energies are from ωB97M-V/def2-TZVPD.

```
17
C6H9NO, DFT ωB97M-V/def2-TZVPD
H -0.5569 1.4116 2.3332
N -0.4495 1.1496 1.3587
C -0.2228 -0.0636 1.1324
C -0.0862 -0.5482 -0.2766
C -1.5054 -0.7086 -0.8212
C -2.1161 0.5867 -1.2602
O -2.0586 -1.7758 -0.8552
H -0.1533 -0.8435 1.9001
H 0.4312 -1.5060 -0.3012
H 0.4427 0.1961 -0.8683
H -1.6804 0.8767 -2.2138
H -3.1901 0.4835 -1.3788
H -1.8784 1.3578 -0.5317
C 3.0170 0.3339 0.6927
C 3.4972 -0.6429 0.2026
H 2.5963 1.1902 1.1292
H 3.9133 -1.4975 -0.2418
```

Summary:
Kohn-Sham gap ... 10.422 eV
E_HOMO ... -9.55 eV
SMILES ... [H]/N=C/CC(C)=O.C#C

Results of the natural (NBO) charge analysis, in e, for atoms 1 through 5: atom 1 (H): 0.349, atom 2 (N): -0.646, atom 3 (C): 0.166, atom 4 (C): -0.582, atom 5 (C): 0.616

--- two ---
Here is a 2-piece molecular cluster, C6H9NO overall from OMol25. Energies are from ωB97M-V/def2-TZVPD.

```
17
C6H9NO, DFT ωB97M-V/def2-TZVPD
C 0.0576 1.5129 0.9955
C 0.3655 0.0610 0.8541
C -0.5708 -0.9398 0.6105
N -1.9477 -0.6345 0.4543
H -0.9295 1.7809 0.6242
H 0.1080 1.7788 2.0557
H 0.7852 2.1253 0.4635
H 1.3392 -0.2606 1.1971
H -0.3541 -1.9268 1.0091
H -2.5219 -1.4591 0.3397
H -2.3261 -0.0372 1.1781
C 1.8616 0.8901 -1.8710
C 1.1604 0.0305 -1.3867
C 0.3042 -1.2532 -1.2527
O 0.8549 -2.3441 -1.3342
H 2.4733 1.6879 -2.2021
H -0.6601 -1.0122 -1.7352
```

Summary:
Kohn-Sham gap ... 8.734 eV
E_HOMO ... -8.48 eV
SMILES ... C/C=C\N.C#CC=O

Results of the natural (NBO) charge analysis, in e, for atoms 1 through 5: atom 1 (C): -0.673, atom 2 (C): -0.073, atom 3 (C): -0.097, atom 4 (N): -0.849, atom 5 (H): 0.224

Q: Which of them is the least stable? A: two.